# 1
45
Properties=species:S:1:pos:R:3:lowdin_charge:R:1 method="wB97M-V/def2-TZVPD" homo_ev=-15.3882 relative_energy_ev=0.0000 charge=+2 homo_lumo_gap_ev=6.42 lumo_ev=-8.971 e_tot_ha=-3402.9249
H 3.38162 1.28827 3.47439 0.142
H -2.34860 -0.19083 4.91990 0.075
H -4.17620 0.86540 1.48240 0.040
C -1.18598 1.10008 -3.73559 -0.265
H 1.34622 -0.21932 -5.27902 0.075
C -3.69206 -1.49317 2.27066 -0.336
I -3.51167 -1.68649 -1.26974 0.523
H -2.25696 0.85238 -3.81252 0.040
H 3.17442 1.86931 -0.50713 0.082
H 2.02253 -0.66713 2.82559 0.134
N 2.53688 -0.14789 2.13281 0.042
H 4.83438 1.26854 -0.51672 0.143
C -3.30424 1.11756 2.10686 -0.265
H -3.59957 1.38386 3.13579 0.061
H -1.40393 -2.54372 -3.79267 0.007
H 4.99420 1.34912 1.80117 0.126
H 2.12259 1.87487 2.39975 0.080
H -1.16579 -1.49956 -5.15777 0.065
P -2.19710 -0.38894 2.28373 0.788
Cl 0.58119 1.70339 0.19269 0.125
C 1.33904 -0.38586 -4.18623 -0.248
N 3.30924 -0.15940 -0.01649 0.041
C -1.65202 -0.35706 4.07801 -0.249
H 2.07603 0.29171 -3.75073 0.036
H -1.14977 1.98217 -3.08545 0.036
S 1.19633 -1.81104 0.43371 0.454
H -0.81041 0.32505 4.21602 0.036
H 1.81512 -1.34899 -3.97822 0.039
C 3.87539 1.21856 0.03750 -0.156
H -1.14820 -1.31695 4.22631 0.039
H -2.43713 -1.24200 -3.94125 -0.028
H -4.19908 -1.47668 3.23325 0.065
H -3.50670 -2.52724 2.03884 0.009
H 3.96445 2.78981 1.42202 0.129
C 4.03328 1.71625 1.45988 -0.149
H -0.75339 1.35900 -4.71681 0.061
H 3.37122 -0.68477 -0.87108 0.133
C 2.44392 -0.64641 0.88626 -0.743
C -1.39206 -1.51104 -4.09378 -0.339
I -1.38705 -3.31800 -0.50770 0.472
Sc -0.65011 -0.31535 -0.23338 0.046
P -0.22822 -0.40701 -3.15561 0.787
C 2.99803 1.22428 2.44258 -0.162
H -2.86085 1.99627 1.62393 0.036
H -4.39894 -1.23101 1.48386 -0.026

---

# 2
52
Properties=species:S:1:pos:R:3:lowdin_charge:R:1 method="wB97M-V/def2-TZVPD" homo_ev="-9.9111 / -9.8769" relative_energy_ev=0.8679 charge=+1 homo_lumo_gap_ev="4.63 / 4.60" lumo_ev="-5.278 / -5.282" e_tot_ha=-1462.8867
H -0.96296 1.74751 -3.53750 0.070
H -3.30978 0.82683 0.23243 0.062
C 2.27356 -1.46564 0.00333 -0.108
H -0.69177 -3.99376 -1.72237 0.098
H -1.93283 -3.72566 2.27661 0.119
H 2.84433 4.10056 -0.67586 0.075
C 0.77025 2.89254 0.66081 -0.261
H -1.98376 0.25647 -3.55761 0.060
C 1.25418 -0.19514 3.23218 0.021
H -1.33790 -4.63474 -0.21764 0.104
H 0.24342 -0.60525 3.37315 0.081
H -2.40480 1.65331 -4.60668 0.093
H 0.28865 4.62620 1.75127 0.100
C -1.50546 -2.52207 -0.46967 -0.211
C 1.88979 -0.81684 2.05534 -0.360
Tl -0.52011 0.28307 -0.13023 1.076
N -0.28792 2.07154 0.99743 -0.252
N -1.05449 -1.48435 -1.22354 -0.025
H -3.27557 -3.79201 1.18121 0.105
O -0.87387 2.13732 2.16150 -0.202
C 2.54857 3.19563 -1.17596 -0.019
H 1.96300 4.51650 1.23955 0.077
N -1.88376 -0.85321 1.12287 -0.045
N 0.93751 1.42415 -1.18348 -0.242
H 0.15140 -1.05484 -2.71765 0.107
C -2.64035 -3.10530 1.72994 0.018
O -2.82017 1.47195 -0.32811 -0.078
N 3.03778 -1.52313 2.05655 0.121
H 3.58009 -1.69017 2.89823 0.174
C 1.41405 2.55439 -0.53232 -0.258
H -2.42769 -4.12642 -1.46721 0.123
O -0.61466 0.56695 -5.13975 -0.127
O -2.07151 -0.48328 2.47364 -0.003
N 1.40556 -0.77720 0.82420 0.025
C 3.30099 -1.94968 0.76395 -0.047
H -3.25035 -2.57879 2.45241 0.098
H -1.78029 0.47596 2.53815 0.087
H 1.14388 0.89060 3.08704 0.083
C -1.48099 -3.88658 -0.99017 0.022
C -2.01122 -2.16352 0.80701 -0.217
H 1.86483 -0.39315 4.11966 0.096
H -2.60524 2.21246 0.28372 0.067
H 3.40928 2.53381 -1.21917 0.098
O -0.44167 -1.80843 -2.46368 0.005
H 2.30440 3.43734 -2.20555 0.097
H 4.15438 -2.53297 0.46888 0.119
C 1.12178 3.94618 1.60182 -0.013
H -1.10783 0.24612 -5.91256 0.083
H 2.08005 -1.54438 -1.05917 0.105
C -1.55849 1.07460 -4.17082 -0.151
O 1.47196 1.00050 -2.27182 -0.139
H 1.38178 3.56401 2.58562 0.090

---

# 3
11
Properties=species:S:1:pos:R:3:lowdin_charge:R:1 method="wB97M-V/def2-TZVPD" homo_ev=-9.0795 relative_energy_ev=2.7885 charge=0 homo_lumo_gap_ev=9.67 lumo_ev=0.592 e_tot_ha=-782.0526
N -0.59190 -0.34093 -0.06780 -0.139
C 0.07295 0.77837 0.39190 -0.196
H -0.81235 -2.35029 -0.18171 0.131
C 1.25903 1.22107 -0.05850 -0.604
C -0.06010 -1.61246 -0.03180 -0.255
H -2.34845 0.17293 -0.68711 0.090
H -0.38511 1.36521 1.25833 0.148
Cl 1.98876 0.70923 -1.46874 0.698
O -1.99896 -0.22536 0.08821 0.024
O 1.14178 -1.74962 0.18861 0.010
H 1.73435 2.03186 0.56861 0.093

---

Computed F_max (eV/A) in order:
2.3 5.6 3.1
Computed molecular weight (g/mol) in order:
602.564 566.770 121.523